1.
The following is a DFT calculation (ωB97M-V/def2-TZVPD) of a single CH4N2 molecule in a non-equilibrium geometry.

Output
- HOMO energy: -8.993 eV
- ΔE to the lowest compared entry with this formula, charge and spin: 252.82 kJ/mol
- E_tot: -149.946861 a.u.
- Frontier orbital gap: 10.23 eV
- F_max: 2.84 eV Å⁻¹
- Structure (SMILES): C=NN

Last column: natural (NBO) charge in e.
CARTESIAN COORDINATES (ANGSTROEM)
C: -0.84 0.36 -0.77  -0.22
N: 0.19 0.48 0.02  -0.20
N: 0.68 -0.62 0.65  -0.63
H: -0.93 1.34 -1.25  0.20
H: -1.35 -0.58 -1.10  0.17
H: 1.09 -0.47 1.53  0.36
H: 0.10 -1.50 0.76  0.33

=====

2.
The following is a DFT calculation (ωB97M-V/def2-TZVPD) of 3 unconnected molecules or ions with the total composition C8H18O2 in a non-equilibrium geometry.

Output
- HOMO energy: -8.377 eV
- ΔE to the lowest compared entry with this formula, charge and spin: 407.82 kJ/mol
- E_tot: -465.961905 a.u.
- Frontier orbital gap: 9.07 eV
- F_max: 5.07 eV Å⁻¹
- Structure (SMILES): C=C(CC)/C(C)=C\C.O.O

Last column: natural (NBO) charge in e.
CARTESIAN COORDINATES (ANGSTROEM)
C: -2.26 -0.77 0.37  -0.38
C: -1.07 -0.20 0.04  -0.03
C: -1.01 0.97 -0.85  -0.44
C: 0.24 1.17 -1.73  -0.61
C: 0.14 -0.70 0.58  -0.03
C: 1.18 -1.21 -0.42  -0.66
C: 0.76 -0.48 1.78  -0.18
C: 0.12 0.23 2.88  -0.66
H: -3.22 -0.51 0.06  0.19
H: -2.27 -1.50 1.19  0.19
H: -1.97 0.95 -1.57  0.21
H: -1.19 2.07 -0.35  0.22
H: 0.28 2.26 -2.18  0.20
H: 0.29 0.51 -2.60  0.22
H: 1.09 1.00 -1.19  0.22
H: 2.01 -0.45 -0.41  0.23
H: 1.56 -2.17 -0.23  0.21
H: 0.86 -1.34 -1.41  0.23
H: 1.77 -0.70 1.95  0.21
H: 0.93 0.91 3.42  0.20
H: -0.18 -0.36 3.78  0.22
H: -0.73 0.84 2.72  0.22
O: 2.20 1.61 0.55  -0.96
H: 2.66 2.15 1.12  0.48
H: 1.27 1.50 0.73  0.49
O: -0.96 -1.79 -2.51  -0.94
H: -1.76 -1.45 -2.71  0.47
H: -0.74 -2.57 -3.01  0.48

=====

3.
The following is a DFT calculation (ωB97M-V/def2-TZVPD) of a molecular structure, C19H58F2N2O15S2V in a non-equilibrium geometry.

Output
- HOMO energy (alpha / beta): -11.294 / -10.695 eV
- Total charge: +1
- E_tot: -3936.441432 a.u.
- Frontier orbital gap (alpha / beta): 6.39 / 5.74 eV
- F_max: 8.88 eV Å⁻¹
- Multiplicity: 3

Last column: Löwdin charge in e.
CARTESIAN COORDINATES (ANGSTROEM)
V: 14.36 22.57 -26.11  1.18
N: 13.17 22.34 -24.48  -0.33
S: 12.02 21.41 -23.92  0.51
O: 10.63 21.71 -24.18  -0.20
O: 12.30 20.54 -22.80  -0.24
F: 12.34 20.43 -25.16  -0.20
S: 12.68 23.61 -23.39  0.59
O: 12.82 23.39 -21.98  -0.21
O: 11.66 24.51 -23.87  -0.22
F: 14.02 24.43 -23.75  -0.19
C: 15.72 21.38 -22.96  -0.02
C: 17.10 21.72 -23.57  -0.45
C: 17.93 20.41 -23.42  -0.12
C: 19.24 20.32 -24.19  -0.16
C: 19.00 20.74 -25.65  -0.13
C: 18.23 22.08 -25.80  -0.47
N: 16.99 22.04 -25.01  -0.12
O: 16.22 23.15 -25.21  -0.19
C: 17.87 22.21 -27.29  -0.03
C: 19.25 23.20 -25.38  -0.01
C: 17.75 22.78 -22.63  -0.01
H: 15.15 20.69 -23.59  0.06
H: 15.10 22.26 -22.86  0.05
H: 15.85 20.83 -22.03  0.09
H: 17.28 19.60 -23.75  0.10
H: 18.17 20.36 -22.36  0.13
H: 19.71 19.34 -24.08  0.12
H: 19.95 20.99 -23.70  0.10
H: 18.45 19.94 -26.16  0.11
H: 19.94 20.74 -26.20  0.13
H: 17.06 21.52 -27.53  0.06
H: 18.65 21.96 -28.01  0.10
H: 17.52 23.22 -27.47  0.07
H: 19.81 23.46 -26.27  0.09
H: 20.05 22.85 -24.72  0.07
H: 18.76 24.09 -24.98  0.09
H: 18.83 22.91 -22.71  0.08
H: 17.52 22.54 -21.59  0.09
H: 17.25 23.75 -22.68  0.09
C: 14.54 21.81 -19.42  -0.15
O: 15.92 21.42 -19.30  -0.12
H: 14.00 21.62 -18.49  0.09
H: 14.49 22.82 -19.81  0.07
H: 14.10 21.19 -20.21  0.05
H: 15.88 20.47 -19.39  0.07
C: 13.22 27.51 -22.81  -0.16
O: 12.31 28.59 -22.79  -0.11
H: 13.34 27.10 -23.82  0.05
H: 14.18 27.90 -22.48  0.08
H: 12.91 26.76 -22.08  0.07
H: 11.54 28.34 -22.27  0.08
C: 11.33 22.63 -27.45  -0.06
O: 12.66 22.08 -27.49  -0.18
H: 11.30 23.46 -26.74  0.08
H: 11.04 23.03 -28.42  0.11
H: 10.62 21.89 -27.08  0.10
H: 12.64 21.58 -28.32  0.12
C: 12.79 17.76 -20.85  -0.16
O: 13.58 18.89 -21.09  -0.14
H: 12.04 18.08 -20.11  0.09
H: 12.34 17.34 -21.75  0.06
H: 13.32 16.96 -20.33  0.08
H: 13.11 19.55 -21.61  0.01
C: 10.50 18.30 -27.25  -0.15
O: 9.80 19.19 -26.39  -0.14
H: 11.57 18.50 -27.16  0.05
H: 10.39 17.27 -26.90  0.08
H: 10.20 18.42 -28.29  0.08
H: 10.08 19.01 -25.48  0.02
C: 14.96 19.55 -27.47  -0.07
O: 14.87 20.46 -26.35  -0.22
H: 15.88 18.99 -27.31  0.10
H: 14.08 18.91 -27.57  0.08
H: 14.96 20.05 -28.44  0.09
H: 15.11 19.89 -25.59  0.06
C: 14.81 25.56 -26.77  -0.07
O: 13.79 24.62 -26.46  -0.19
H: 15.79 25.10 -26.93  0.08
H: 14.56 26.06 -27.71  0.11
H: 14.90 26.26 -25.94  0.10
H: 12.97 25.08 -26.66  0.12
C: 9.64 18.64 -22.64  -0.11
O: 10.40 18.29 -23.81  -0.14
H: 8.72 18.06 -22.57  0.09
H: 10.30 18.51 -21.78  0.06
H: 9.26 19.66 -22.57  0.09
H: 10.68 17.38 -23.68  0.09
C: 11.97 24.76 -19.21  -0.17
O: 10.79 25.35 -19.70  -0.12
H: 11.90 23.68 -19.06  0.08
H: 12.78 25.01 -19.90  0.06
H: 12.21 25.22 -18.25  0.09
H: 10.33 24.74 -20.28  0.07
C: 13.82 17.78 -24.53  -0.11
O: 15.15 18.24 -24.70  -0.12
H: 13.34 17.53 -25.48  0.08
H: 13.79 16.89 -23.90  0.09
H: 13.21 18.52 -24.01  0.05
H: 15.74 17.59 -24.31  0.10

=====

4.
The following is a DFT calculation (ωB97M-V/def2-TZVPD) of a molecular structure, C44H48FI2N5O3Pm in a non-equilibrium geometry.

Output
- HOMO energy (alpha / beta): -4.843 / -4.845 eV
- Total charge: -1
- ΔE to the lowest compared entry with this formula, charge and spin: 92.24 kJ/mol
- E_tot: -3508.835270 a.u.
- Frontier orbital gap (alpha / beta): 6.66 / 6.66 eV
- F_max: 2.10 eV Å⁻¹
- Multiplicity: 5

Last column: Löwdin charge in e.
CARTESIAN COORDINATES (ANGSTROEM)
Pm: 0.31 0.76 0.05  1.70
I: 0.15 6.48 -5.97  0.72
C: 0.48 4.99 -4.43  -0.68
C: 1.65 4.95 -3.63  -0.24
C: 1.76 4.03 -2.59  -0.60
I: 3.26 4.54 -1.22  0.95
C: 0.87 2.98 -2.41  -0.46
O: 1.12 1.93 -1.72  -0.28
C: -0.38 3.16 -3.09  -0.16
C: -1.54 2.29 -2.74  -0.15
N: -1.86 2.17 -1.27  -0.06
C: -2.22 3.51 -0.69  -0.15
C: -1.19 4.03 0.22  -0.26
C: -1.13 5.40 0.48  -0.01
C: -0.06 5.91 1.22  -0.06
C: 0.90 5.04 1.68  -0.09
C: 0.76 3.67 1.41  -0.17
N: -0.31 3.17 0.82  0.03
C: -0.49 4.03 -4.17  -0.13
H: 2.48 5.59 -3.92  0.07
H: -1.40 1.24 -3.13  0.13
H: -2.41 2.63 -3.33  0.12
H: -2.71 1.61 -1.20  0.10
H: -3.17 3.41 -0.10  0.13
H: -2.35 4.30 -1.43  0.13
H: -1.87 6.11 0.04  0.13
H: 0.06 6.97 1.42  0.11
H: 1.84 5.30 2.17  0.11
H: 1.54 2.97 1.69  0.10
H: -1.40 3.95 -4.79  0.10
C: 1.11 -5.11 0.32  -0.08
C: 1.18 -4.13 -0.87  -0.36
C: 0.63 -4.84 -2.14  -0.06
C: 2.54 -3.52 -1.12  -0.13
C: 3.63 -4.36 -1.23  -0.07
C: 4.83 -3.95 -1.76  -0.10
C: 4.99 -2.59 -1.99  -0.05
C: 3.92 -1.70 -1.90  -0.15
C: 4.20 -0.32 -2.45  -0.36
C: 3.32 0.11 -3.64  -0.06
C: 4.36 0.72 -1.33  -0.08
C: 2.64 -2.12 -1.50  -0.15
N: 1.53 -1.28 -1.70  0.06
C: 0.63 -1.66 -2.65  -0.49
O: 0.89 -2.10 -3.80  0.00
C: -0.80 -1.60 -2.16  -0.19
C: -1.81 -2.18 -2.94  0.00
C: -3.08 -2.33 -2.36  -0.04
C: -3.26 -2.11 -1.01  0.00
C: -2.26 -1.42 -0.32  -0.20
N: -1.14 -1.04 -0.96  0.03
C: -2.44 -1.08 1.12  -0.52
O: -3.24 -1.81 1.76  0.00
N: -1.70 -0.06 1.61  0.00
C: -1.60 -0.04 3.01  -0.17
C: -0.65 -0.92 3.67  -0.11
C: -0.26 -0.64 4.96  -0.05
C: -0.94 0.31 5.71  -0.11
C: -2.02 0.96 5.18  -0.07
C: -2.43 0.74 3.84  -0.13
C: -3.81 1.28 3.51  -0.35
C: -4.26 1.40 2.04  -0.07
C: -4.94 0.63 4.32  -0.07
C: -0.09 -2.20 3.05  -0.38
C: -0.84 -3.46 3.49  -0.06
C: 1.44 -2.36 3.23  -0.06
H: 0.02 -5.33 0.47  0.09
H: 1.56 -6.10 0.09  0.07
H: 1.60 -4.70 1.20  0.05
H: 0.43 -3.33 -0.65  0.12
H: 1.09 -5.83 -2.32  0.08
H: -0.44 -4.97 -2.02  0.06
H: 0.87 -4.22 -3.03  0.07
H: 3.46 -5.40 -0.85  0.12
H: 5.62 -4.66 -1.91  0.09
H: 5.91 -2.17 -2.41  0.10
H: 5.20 -0.40 -2.91  0.11
H: 2.45 0.78 -3.38  0.08
H: 3.94 0.68 -4.37  0.08
H: 2.94 -0.77 -4.15  0.06
H: 3.42 1.06 -0.90  0.03
H: 5.01 0.40 -0.49  0.09
H: 4.89 1.63 -1.68  0.05
H: -1.52 -2.53 -3.91  0.11
H: -3.92 -2.62 -2.97  0.10
H: -4.13 -2.54 -0.46  0.13
H: 0.56 -1.22 5.40  0.11
H: -0.63 0.62 6.70  0.09
H: -2.60 1.63 5.86  0.12
H: -3.78 2.29 3.91  0.12
H: -4.31 0.45 1.48  0.07
H: -5.29 1.76 1.99  0.07
H: -3.65 2.06 1.41  0.05
H: -4.94 -0.46 4.17  0.09
H: -4.79 0.79 5.39  0.07
H: -5.93 0.96 3.97  0.08
H: -0.23 -2.05 2.00  0.10
H: -0.59 -3.68 4.56  0.08
H: -1.95 -3.36 3.32  0.09
H: -0.51 -4.32 2.86  0.07
H: 1.67 -2.63 4.30  0.08
H: 1.85 -3.23 2.63  0.07
H: 1.98 -1.47 2.92  0.06
F: 1.79 0.52 1.44  -0.54

=====

5.
The following is a DFT calculation (ωB97M-V/def2-TZVPD) of a molecular structure, C5H6O2.

Output
- HOMO energy: -8.513 eV
- ΔE to the lowest compared entry with this formula, charge and spin: 437.76 kJ/mol
- E_tot: -344.435175 a.u.
- Frontier orbital gap: 9.09 eV
- F_max: 0.41 eV Å⁻¹

Last column: natural (NBO) charge in e.
CARTESIAN COORDINATES (ANGSTROEM)
O: 0.54 -1.71 -1.71  -0.54
C: 0.06 -0.83 -1.03  0.54
C: -1.23 -0.77 -0.29  -0.23
O: -1.55 0.58 -0.16  -0.38
C: -0.41 1.21 -0.03  0.26
C: 0.77 0.07 1.03  -0.66
C: 0.75 0.42 -0.47  -0.41
H: -0.45 -0.64 0.94  0.27
H: -2.09 -1.39 -0.49  0.23
H: -0.44 2.25 0.27  0.22
H: 1.26 -0.88 1.25  0.24
H: 1.18 0.85 1.68  0.22
H: 1.61 0.84 -0.98  0.25